Record 1
{
  "formula": "C3H5F3NO2S",
  "method": "ωB97M-V with the def2-TZVPD basis set",
  "symbols": ["C", "C", "C", "N", "O", "O", "F", "F", "F", "S", "H", "H", "H", "H", "H"],
  "positions_angstrom": [[-0.47, 0.15, 0.56], [0.50, -0.08, -0.52], [2.65, -1.09, 0.04], [1.82, -0.02, 0.02], [1.79, 2.22, -1.23], [2.27, 2.27, 1.14], [2.55, -1.90, -1.09], [2.39, -2.08, 0.98], [3.96, -0.80, 0.23], [2.62, 1.67, -0.13], [-0.25, -0.14, 1.73], [-0.67, 1.31, 0.61], [-1.31, -0.38, 0.37], [0.33, -1.13, -1.04], [0.41, 0.69, -1.31]],
  "lowdin_charge": [-0.1287, -0.3308, -0.6773, -0.1746, -0.5323, -0.5151, 0.0288, 0.0552, 0.0886, 0.7045, 0.1313, 0.1057, 0.0021, 0.1485, 0.0940],
  "homo_ev": -4.5,
  "charge": -1,
  "fmax_ha_per_bohr": 0.10035
}

---

Record 2
{
  "formula": "C38H65N7O7PZr",
  "method": "ωB97M-V with the def2-TZVPD basis set",
  "symbols": ["Zr", "N", "N", "C", "O", "O", "H", "H", "H", "C", "O", "C", "O", "N", "N", "H", "H", "H", "H", "H", "H", "C", "C", "C", "C", "C", "N", "H", "H", "H", "H", "H", "H", "H", "H", "H", "C", "C", "C", "C", "P", "N", "C", "C", "C", "C", "C", "C", "C", "C", "H", "H", "H", "H", "H", "H", "H", "H", "H", "H", "H", "H", "H", "H", "H", "H", "H", "H", "H", "H", "H", "H", "H", "H", "H", "H", "H", "C", "C", "C", "C", "C", "C", "N", "C", "C", "C", "C", "C", "C", "C", "O", "O", "C", "C", "H", "H", "H", "H", "H", "H", "H", "H", "H", "H", "H", "H", "H", "H", "C", "O", "C", "C", "H", "H", "H", "H", "H", "H"],
  "positions_angstrom": [[0.49, -0.12, -0.19], [0.14, 2.52, 2.42], [-0.25, 1.42, 3.21], [-0.90, 0.30, 2.68], [-1.42, -0.50, 3.45], [-0.86, 0.21, 1.39], [1.01, 2.26, 1.97], [-0.52, 2.64, 1.64], [-0.55, 1.65, 4.14], [2.17, -4.68, -3.27], [2.09, -3.60, -2.35], [1.25, -2.57, -2.59], [1.28, -1.62, -1.84], [0.44, -2.66, -3.67], [-0.51, -1.67, -3.95], [3.00, -5.29, -2.93], [2.37, -4.32, -4.29], [1.26, -5.28, -3.26], [0.23, -3.56, -4.06], [-0.92, -1.33, -3.08], [-0.02, -0.88, -4.36], [-0.66, 4.27, -2.69], [-1.53, 3.61, -1.61], [-2.20, 4.73, -0.81], [-2.63, 2.76, -2.25], [-0.87, 2.69, -0.56], [0.16, 1.92, -0.81], [-1.21, 5.09, -3.15], [-0.37, 3.58, -3.47], [0.25, 4.69, -2.25], [-2.82, 5.36, -1.46], [-1.45, 5.36, -0.32], [-2.82, 4.30, -0.02], [-3.26, 3.38, -2.90], [-3.27, 2.34, -1.47], [-2.23, 1.94, -2.83], [2.92, 0.20, 4.20], [3.94, 0.37, 3.06], [3.82, 1.84, 2.59], [5.34, 0.14, 3.63], [3.42, -0.74, 1.62], [2.16, -0.15, 0.92], [3.06, -2.49, 2.25], [3.00, -3.43, 1.04], [1.64, -2.52, 2.85], [4.06, -3.04, 3.27], [4.87, -0.79, 0.41], [4.35, -1.22, -0.97], [5.39, 0.64, 0.20], [6.05, -1.69, 0.82], [3.11, 0.97, 4.95], [3.01, -0.77, 4.70], [1.89, 0.33, 3.85], [3.53, 2.47, 3.43], [3.06, 1.94, 1.82], [4.76, 2.22, 2.19], [5.48, 0.81, 4.48], [6.12, 0.36, 2.91], [5.48, -0.88, 4.00], [2.31, -3.06, 0.28], [2.62, -4.40, 1.39], [3.97, -3.61, 0.59], [0.90, -2.15, 2.15], [1.54, -1.95, 3.77], [1.40, -3.56, 3.08], [5.08, -3.03, 2.91], [3.79, -4.09, 3.48], [4.02, -2.51, 4.22], [3.59, -0.52, -1.31], [3.92, -2.22, -0.98], [5.19, -1.20, -1.67], [4.56, 1.31, -0.03], [6.06, 0.64, -0.66], [5.94, 1.03, 1.05], [5.78, -2.75, 0.81], [6.45, -1.44, 1.80], [6.85, -1.55, 0.09], [-7.55, 2.54, 0.86], [-6.96, 1.86, -0.34], [-7.50, 2.08, -1.60], [-6.95, 1.48, -2.73], [-5.86, 0.65, -2.59], [-5.31, 0.41, -1.34], [-4.18, -0.43, -1.23], [-4.18, -1.63, -0.59], [-5.39, -2.24, -0.22], [-5.39, -3.45, 0.45], [-4.21, -4.09, 0.79], [-3.01, -3.50, 0.44], [-2.97, -2.29, -0.25], [-1.64, -1.71, -0.53], [-0.61, -2.18, 0.00], [-1.52, -0.69, -1.31], [-5.84, 1.04, -0.20], [-5.20, 0.86, 1.15], [-8.45, 3.11, 0.59], [-6.84, 3.23, 1.32], [-7.83, 1.82, 1.63], [-8.37, 2.73, -1.70], [-7.38, 1.67, -3.71], [-5.42, 0.16, -3.45], [-3.27, -0.09, -1.53], [-6.32, -1.75, -0.47], [-6.35, -3.89, 0.72], [-4.22, -5.03, 1.34], [-2.06, -3.94, 0.72], [-4.22, 0.38, 1.07], [-5.82, 0.25, 1.81], [-5.05, 1.82, 1.64], [2.57, 3.19, -1.63], [2.37, 1.80, -1.61], [1.01, 1.38, -1.83], [0.71, 1.35, -3.31], [1.97, 3.68, -0.86], [2.34, 3.63, -2.60], [3.63, 3.37, -1.41], [1.01, 2.26, -3.85], [-0.35, 1.18, -3.49], [1.29, 0.53, -3.76]],
  "lowdin_charge": [1.7080, 0.0201, -0.0413, -0.7124, -0.0007, -0.2096, 0.0204, 0.0165, 0.1139, -0.0580, -0.0140, -0.5256, -0.0122, 0.0241, 0.0746, 0.0953, 0.0967, 0.0955, 0.1184, 0.0542, 0.0560, -0.0600, -0.6044, -0.0964, -0.0574, -0.0620, -0.1462, 0.0737, 0.0457, 0.0677, 0.0705, 0.0765, 0.0675, 0.0849, 0.0677, 0.0657, -0.0929, -0.5835, -0.0935, -0.0889, 0.8876, -0.3531, -0.5870, -0.0937, -0.0779, -0.0860, -0.5865, -0.0935, -0.0911, -0.0860, 0.0840, 0.0584, 0.0644, 0.0836, 0.0477, 0.0618, 0.0867, 0.0540, 0.0612, 0.0614, 0.0872, 0.0606, 0.0561, 0.0646, 0.0884, 0.0593, 0.0839, 0.0603, 0.0590, 0.0452, 0.0870, 0.0695, 0.0870, 0.0542, 0.0596, 0.0592, 0.0834, -0.0536, -0.2315, -0.0616, -0.0915, -0.0249, -0.2320, 0.0980, -0.1871, -0.0242, -0.0935, -0.1017, -0.0193, -0.0558, -0.5833, -0.0912, -0.1416, -0.1645, -0.0103, 0.0696, 0.0815, 0.0811, 0.1008, 0.0949, 0.1129, 0.1085, 0.1111, 0.0971, 0.0907, 0.1163, 0.0816, 0.0919, 0.0829, -0.1271, -0.2160, -0.5448, -0.0796, 0.0795, 0.0713, 0.0771, 0.0544, 0.0596, 0.0592],
  "homo_ev": -3.3,
  "charge": -1,
  "fmax_ha_per_bohr": 0.00927
}

---

Record 3
{
  "formula": "C6H14N2O2",
  "method": "ωB97M-V with the def2-TZVPD basis set",
  "symbols": ["C", "N", "C", "C", "C", "C", "C", "N", "O", "O", "H", "H", "H", "H", "H", "H", "H", "H", "H", "H", "H", "H", "H", "H"],
  "positions_angstrom": [[0.91, -2.35, -0.61], [1.00, -1.18, 0.23], [1.53, -1.47, 1.57], [0.77, 0.06, -0.26], [-0.73, 1.05, -0.34], [-0.42, 2.50, -0.75], [-2.03, 0.46, -0.89], [-0.84, 1.04, 1.12], [-1.59, 0.19, 1.64], [-0.26, 1.99, 1.74], [1.04, -3.22, 0.04], [-0.06, -2.43, -1.12], [1.72, -2.40, -1.36], [1.47, -2.56, 1.69], [2.59, -1.18, 1.63], [0.94, -0.95, 2.35], [1.24, 0.76, 0.42], [0.76, 0.13, -1.35], [-0.64, 2.76, -1.79], [-0.90, 3.29, -0.17], [0.65, 2.69, -0.65], [-2.23, 0.67, -1.95], [-1.99, -0.63, -0.81], [-2.94, 0.77, -0.37]],
  "lowdin_charge": [-0.0701, -0.2571, -0.0456, -0.0975, -0.3689, -0.0413, -0.0377, -0.3696, 0.0342, 0.0083, 0.0722, 0.0847, 0.0907, 0.0788, 0.0929, 0.0870, 0.1161, 0.1251, 0.0818, 0.0919, 0.0776, 0.0843, 0.0702, 0.0920],
  "homo_ev": -8.2,
  "smiles": "CN(C)CC(C)(C)[N+](=O)[O-]",
  "fmax_ha_per_bohr": 0.06783
}

---

Record 4
{
  "formula": "C4H8NO2S",
  "method": "ωB97M-V with the def2-TZVPD basis set",
  "symbols": ["C", "C", "C", "S", "N", "C", "O", "O", "H", "H", "H", "H", "H", "H", "H", "H"],
  "positions_angstrom": [[0.79, 1.31, -0.86], [-0.14, 0.25, -0.19], [0.39, -0.30, 1.12], [0.97, 0.90, 2.55], [-0.80, -0.68, -1.20], [-1.54, -1.95, -0.71], [-1.60, -2.88, -1.53], [-2.14, -1.89, 0.39], [0.69, 2.31, -0.36], [1.95, 1.08, -0.66], [0.70, 1.23, -1.96], [-1.03, 0.85, 0.24], [1.05, -1.13, 1.40], [-0.59, -0.41, 1.68], [1.42, 2.07, 1.88], [-0.13, -0.78, -1.79]],
  "lowdin_charge": [-0.0773, -0.4248, -0.4477, 0.6176, 0.1299, -0.5695, 0.2573, 0.1395, 0.0738, 0.1141, 0.0682, 0.1494, 0.0517, 0.0429, -0.1433, 0.0182],
  "homo_ev": [-9.2, -9.2],
  "spin_multiplicity": 2,
  "fmax_ha_per_bohr": 0.14819
}

---

Record 5
{
  "formula": "C14H16O",
  "method": "ωB97M-V with the def2-TZVPD basis set",
  "symbols": ["C", "C", "C", "C", "C", "O", "C", "C", "H", "H", "H", "H", "H", "H", "H", "H", "C", "C", "C", "C", "C", "C", "C", "H", "H", "H", "H", "H", "H", "H", "H"],
  "positions_angstrom": [[-1.76, 3.41, -2.56], [-1.00, 2.15, -2.31], [-1.47, 0.97, -2.85], [-0.60, -0.14, -2.89], [0.69, -0.09, -2.41], [1.57, -1.10, -2.43], [1.17, 1.13, -1.83], [0.31, 2.20, -1.82], [-1.57, 4.05, -1.69], [-2.83, 3.47, -2.64], [-1.41, 3.95, -3.43], [-2.51, 0.75, -3.10], [-0.96, -1.02, -3.43], [1.14, -1.84, -2.89], [2.22, 1.01, -1.52], [0.56, 3.11, -1.27], [2.14, -1.79, 4.04], [0.90, -1.46, 3.28], [1.05, -0.90, 2.01], [-0.07, -0.49, 1.32], [-1.35, -0.87, 1.78], [-1.54, -1.52, 2.98], [-0.38, -1.67, 3.74], [2.99, -1.22, 3.58], [2.36, -2.85, 3.86], [2.12, -1.64, 5.10], [2.00, -0.52, 1.62], [0.08, 0.21, 0.50], [-2.20, -0.80, 1.09], [-2.56, -1.55, 3.39], [-0.39, -2.00, 4.80]],
  "lowdin_charge": [-0.0696, -0.2985, -0.0405, -0.0320, -0.3588, 0.0532, -0.0194, -0.0550, 0.0800, 0.0694, 0.0789, 0.1130, 0.1116, 0.1155, 0.1263, 0.1164, -0.0594, -0.3071, -0.0601, -0.0771, -0.1073, -0.0900, -0.0719, 0.0859, 0.0886, 0.0689, 0.1159, 0.0895, 0.1039, 0.1107, 0.1194],
  "homo_ev": -8.3,
  "smiles": "Cc1ccc(O)cc1.Cc1ccccc1",
  "fmax_ha_per_bohr": 0.04839
}

---

Record 6
{
  "formula": "C17H16F6N6O5OsS3",
  "method": "ωB97M-V with the def2-TZVPD basis set",
  "symbols": ["Os", "O", "C", "N", "C", "C", "C", "C", "C", "C", "N", "C", "C", "C", "C", "C", "N", "H", "H", "H", "H", "H", "H", "H", "H", "H", "H", "F", "C", "F", "F", "S", "O", "O", "N", "S", "O", "O", "C", "F", "F", "F", "S", "C", "N", "C", "C", "N", "H", "H", "H", "H", "H", "H"],
  "positions_angstrom": [[0.20, 0.19, 0.45], [-2.30, -1.97, -1.85], [-1.81, -1.13, -1.16], [-0.49, -1.19, -0.69], [0.29, -2.41, -0.91], [1.71, -2.12, -0.53], [2.75, -3.00, -0.71], [4.04, -2.61, -0.35], [4.26, -1.35, 0.17], [3.19, -0.51, 0.36], [1.94, -0.90, 0.01], [-2.49, 0.12, -0.70], [-3.80, 0.41, -0.98], [-4.32, 1.61, -0.52], [-3.50, 2.49, 0.18], [-2.18, 2.13, 0.43], [-1.70, 0.96, 0.00], [0.22, -2.69, -1.96], [-0.12, -3.23, -0.32], [2.56, -3.97, -1.14], [4.86, -3.30, -0.49], [5.25, -1.01, 0.46], [3.29, 0.48, 0.77], [-4.39, -0.31, -1.54], [-5.35, 1.87, -0.70], [-3.86, 3.44, 0.54], [-1.50, 2.78, 0.95], [1.43, -1.97, 5.85], [0.63, -2.07, 4.82], [0.55, -3.32, 4.39], [-0.58, -1.62, 5.12], [1.32, -1.07, 3.43], [0.30, -1.19, 2.36], [2.62, -1.55, 3.12], [1.31, 0.38, 4.07], [0.90, 1.68, 3.36], [0.90, 1.52, 1.84], [1.59, 2.84, 3.78], [-0.88, 1.93, 3.76], [-1.03, 1.80, 5.05], [-1.61, 1.02, 3.11], [-1.24, 3.14, 3.35], [1.08, 1.91, -1.33], [0.28, 1.42, -2.77], [0.60, 0.37, -3.51], [-0.15, 0.32, -4.78], [-1.12, 1.52, -4.63], [-0.72, 2.08, -3.33], [1.42, -0.17, -3.33], [-0.68, -0.63, -4.88], [0.53, 0.44, -5.62], [-2.16, 1.21, -4.61], [-0.99, 2.26, -5.42], [-1.03, 2.98, -2.98]],
  "lowdin_charge": [1.6590, 0.1690, -0.4293, -0.1594, -0.0957, -0.2358, 0.0295, 0.0202, 0.0003, -0.1060, -0.0978, -0.1746, 0.0553, 0.0281, 0.0144, -0.0892, -0.0800, 0.1440, 0.1579, 0.1407, 0.1360, 0.1358, 0.1271, 0.1454, 0.1372, 0.1359, 0.1168, 0.1991, -0.6959, 0.1790, 0.1763, 0.6755, -0.4169, -0.2198, -0.2570, 0.6874, -0.5243, -0.1686, -0.6901, 0.2099, 0.1278, 0.1713, 0.7019, -0.7967, 0.0492, -0.0779, -0.0785, 0.0532, 0.1479, 0.1244, 0.1311, 0.1233, 0.1312, 0.1526],
  "homo_ev": [-14.3, -15.6],
  "charge": 2,
  "spin_multiplicity": 5,
  "fmax_ha_per_bohr": 0.01588
}

---

Record 7
{
  "formula": "C2H8O2",
  "method": "ωB97M-V with the def2-TZVPD basis set",
  "symbols": ["C", "O", "H", "H", "H", "H", "C", "O", "H", "H", "H", "H"],
  "positions_angstrom": [[-2.53, 1.70, 0.62], [-1.79, 0.55, 0.50], [-3.27, 1.59, 1.43], [-3.06, 1.84, -0.33], [-1.92, 2.60, 0.82], [-1.63, 0.15, 1.38], [2.41, -1.57, -0.42], [2.22, -0.47, -1.27], [3.02, -1.26, 0.45], [2.95, -2.36, -0.97], [1.45, -1.98, -0.05], [2.17, -0.78, -2.19]],
  "lowdin_charge": [-0.2165, -0.1212, 0.0801, 0.0839, 0.0777, 0.0960, -0.1906, -0.1319, 0.0802, 0.0781, 0.0743, 0.0901],
  "homo_ev": -10.2,
  "smiles": "CO.CO",
  "fmax_ha_per_bohr": 0.04749
}

---

Record 8
{
  "formula": "C18H39BI2O9S2Si2",
  "method": "ωB97M-V with the def2-TZVPD basis set",
  "symbols": ["C", "C", "C", "Si", "C", "C", "O", "I", "O", "Si", "I", "C", "C", "C", "C", "O", "C", "C", "O", "C", "O", "C", "B", "O", "O", "C", "H", "H", "H", "H", "H", "H", "H", "H", "H", "H", "H", "H", "H", "H", "H", "H", "H", "H", "H", "H", "H", "H", "H", "H", "H", "H", "H", "C", "S", "O", "C", "H", "H", "H", "H", "H", "H", "C", "S", "O", "C", "H", "H", "H", "H", "H", "H"],
  "positions_angstrom": [[3.14, -1.59, 1.35], [2.17, -1.32, 2.21], [0.98, -0.42, 1.98], [1.26, 1.04, 0.83], [-0.41, 1.95, 0.83], [-0.77, 3.03, -0.15], [-1.86, 3.32, -0.47], [0.86, 4.22, -0.94], [1.79, 0.59, -0.68], [1.09, -0.38, -1.82], [-0.33, 0.89, -3.35], [0.06, -1.75, -1.10], [-1.38, -1.43, -0.67], [-2.37, -2.55, -1.01], [-3.84, -2.16, -0.81], [-4.00, -0.96, -0.03], [-4.50, 0.11, -0.73], [-5.78, 0.65, -0.15], [-3.95, 0.55, -1.70], [2.53, -1.09, -2.83], [2.38, -0.94, -4.24], [3.16, 0.10, -4.78], [2.73, 2.16, 1.72], [3.06, 1.92, 3.04], [3.46, 3.11, 1.07], [3.63, 4.38, 1.70], [3.17, -1.18, 0.35], [3.96, -2.24, 1.65], [2.24, -1.77, 3.20], [0.09, -1.01, 1.72], [0.72, 0.05, 2.94], [-1.27, 1.27, 0.81], [-0.45, 2.46, 1.81], [0.04, -2.50, -1.90], [0.64, -2.21, -0.28], [-1.44, -1.25, 0.41], [-1.74, -0.51, -1.14], [-2.15, -3.40, -0.35], [-2.21, -2.88, -2.05], [-4.37, -2.95, -0.27], [-4.33, -2.05, -1.78], [-5.76, 0.62, 0.94], [-6.59, 0.00, -0.51], [-5.95, 1.66, -0.52], [2.62, -2.17, -2.63], [3.45, -0.60, -2.49], [4.22, -0.20, -4.85], [3.08, 1.02, -4.20], [2.78, 0.30, -5.79], [2.38, 1.48, 3.55], [4.58, 4.41, 2.24], [3.62, 5.13, 0.91], [2.82, 4.61, 2.39], [4.77, 3.19, 7.56], [4.76, 1.87, 6.33], [4.88, 0.59, 7.08], [6.38, 2.22, 5.64], [3.85, 3.11, 8.12], [5.63, 3.05, 8.22], [4.82, 4.15, 7.05], [7.13, 2.16, 6.44], [6.37, 3.21, 5.18], [6.58, 1.47, 4.89], [-7.59, -3.36, -4.89], [-6.12, -4.17, -4.26], [-5.75, -3.46, -3.01], [-5.00, -3.57, -5.53], [-8.40, -3.57, -4.19], [-7.41, -2.28, -4.93], [-7.83, -3.76, -5.87], [-5.01, -2.48, -5.53], [-5.31, -3.96, -6.50], [-4.00, -3.93, -5.29]],
  "lowdin_charge": [0.0075, -0.2206, -0.2475, 0.5414, -0.2260, -0.8907, 0.0159, 0.9012, -0.3382, 0.1050, 0.6688, -0.2702, -0.2790, -0.1531, -0.1530, -0.0489, -0.5372, 0.0244, 0.1156, -0.2941, -0.3033, -0.1402, -0.6422, 0.1185, -0.0681, -0.0951, 0.0473, 0.0620, 0.1011, 0.0676, 0.0852, 0.0894, 0.1055, 0.0843, 0.0791, 0.0926, 0.0388, 0.1157, 0.1138, 0.1239, 0.0933, 0.0857, 0.0949, 0.0876, 0.0945, 0.0880, 0.0900, 0.0816, 0.0892, 0.0796, 0.0890, 0.0758, 0.0913, -0.2725, 0.7898, -0.5523, -0.2665, 0.0476, 0.0568, 0.0523, 0.0573, 0.0516, 0.0513, -0.2713, 0.8166, -0.5562, -0.2678, 0.0491, 0.0590, 0.0532, 0.0606, 0.0534, 0.0497],
  "homo_ev": -9.0,
  "fmax_ha_per_bohr": 0.01442
}

---

For reference, calculated total energy by record: -27766.0540, -75798.0229, -13519.3898, -20693.6667, -16824.0590, -88328.5922, -6297.4855, -92032.9171 eV.
For reference, energy above the lowest of the compared OMol25 structures with the same formula, charge and spin by record: 0.0, 125.8, 601.5, 284.1, 113.5, 0.0, 89.2, 0.0 kJ/mol.